[1]
# C65H146AsCaF6N8O8

A structure of composition C65H146AsCaF6N8O8 at a distorted geometry (ωB97M-V with the def2-TZVPD basis set, the OMol25 dataset).

Lowest unoccupied orbital energy: -19.59 eV
Strongest force on any atom: 9.56 eV/A

Geometry as ORCA input:
```
! RIJCOSX wB97M-V def2-TZVPD def2/J DEFGRID3
* xyz 9 1
H 6.19 -4.99 3.95
H 8.82 -7.46 5.34
C -6.87 7.89 2.30
H -10.28 -6.05 3.73
H 6.42 6.47 -1.54
C 5.21 -8.12 -2.45
H -7.43 5.39 -2.19
N -5.83 -3.76 -6.65
C 7.74 -5.49 5.43
H 0.35 8.43 -3.76
H 0.92 4.07 -8.81
H -6.51 -7.97 2.64
C 7.13 -7.63 8.14
H -8.42 -4.37 5.23
H -7.66 -11.14 3.86
H -8.73 -5.90 1.72
H -1.06 3.76 -5.46
C -7.18 -1.65 -6.32
O 5.38 -6.16 5.97
C -8.04 -2.58 3.99
H 2.33 6.76 9.45
H 3.56 8.17 6.48
C -8.87 -5.11 2.45
H -3.07 -2.08 -7.77
H -3.90 5.44 -0.50
C 1.27 -7.47 -0.13
H 5.82 -8.83 -1.89
C 7.22 1.49 -1.56
H 2.52 7.67 -6.58
H -5.50 -5.13 3.26
H 6.84 1.74 -2.55
H 3.56 6.35 6.84
H -3.89 -4.17 -4.71
H 8.54 -5.65 9.43
H 10.21 3.35 -1.41
C -7.70 -4.01 4.49
C -4.55 -2.17 -4.61
C -6.00 -2.69 -4.40
Ca -0.24 -0.16 7.99
C -3.80 -3.25 -5.30
H -5.96 -3.58 -3.77
C -4.16 7.09 0.88
H 5.40 -4.64 8.71
H 5.74 4.33 1.68
H -5.93 6.14 -2.74
H 7.09 -7.94 9.18
C -6.75 -2.98 -5.73
C 5.84 -5.60 8.95
C 9.53 2.50 -1.55
O -8.16 7.54 -0.81
H -0.08 9.14 -5.27
H 6.30 1.25 -1.03
N 7.55 3.98 -1.25
C 5.02 4.24 -0.85
C 8.21 -6.81 4.71
H -10.46 -4.31 3.66
H -8.44 -6.65 4.78
H 3.26 -7.16 -4.47
H -7.95 -1.89 4.83
C -3.60 -4.75 -7.34
H -6.15 -10.57 3.12
H 9.64 2.45 -2.63
H 1.57 5.55 8.29
H -2.53 -4.61 -7.51
H 9.71 -6.54 7.31
C -0.93 5.32 -6.98
H -6.80 -6.73 4.88
H -8.83 -4.17 1.89
C 6.65 4.19 1.10
H -6.54 -0.80 -6.12
H 1.60 9.22 -4.62
H 4.81 4.40 -1.91
H -6.24 -5.80 1.86
H -6.99 9.94 -0.46
H 4.26 4.81 -0.33
H 1.89 -8.17 0.43
C 6.41 4.59 -0.44
H -2.77 -2.91 -5.25
C 1.45 7.55 -6.71
H 8.63 -3.79 6.28
C -7.57 -6.61 4.12
C -6.07 6.04 -0.54
H 9.33 2.95 0.90
H 5.09 -8.62 -3.41
C -4.14 -2.24 -7.65
H -8.56 -3.67 -4.57
C 6.93 -6.10 7.98
H -5.84 4.53 -2.03
H -7.76 -4.90 -5.32
H 7.53 -4.17 3.42
H -1.18 7.94 -8.03
C 7.19 2.75 1.42
H 4.94 3.20 -0.54
H 3.10 -5.70 -1.36
H -4.43 -1.23 -5.16
H 7.45 -5.78 -3.03
C 8.45 2.41 0.53
H -1.32 9.42 8.69
H -8.60 -3.71 -6.35
C -10.25 -5.19 3.05
H -0.77 4.10 -9.01
H 7.66 -7.46 -2.39
C 9.39 -5.50 7.46
H -6.62 -1.90 -3.97
H 1.20 8.49 -7.21
C 2.87 -5.94 -2.40
C 6.64 6.11 -0.54
H 8.11 -7.83 7.72
C 1.89 9.03 8.19
H -3.10 7.35 0.99
H -7.28 -1.63 -7.41
C -0.42 3.98 -6.32
H -0.47 5.50 -11.09
C 0.72 8.60 -4.77
H 0.10 10.18 7.33
H 7.59 6.49 -0.15
F 0.24 0.66 -0.17
H 1.43 -6.41 0.04
H -0.44 3.07 -6.92
C 0.55 9.78 8.23
N -7.72 -5.20 3.43
H -4.31 6.50 1.78
H 1.22 5.95 -10.61
H -4.57 -1.25 -7.47
H 1.96 6.53 -8.46
H 7.28 2.71 2.50
C 8.09 2.57 -0.95
H 1.36 -8.97 -1.72
H 4.16 7.56 7.97
H 1.98 -9.38 -5.36
H 2.47 9.08 9.11
H 0.57 -7.46 -2.27
As 0.02 0.37 1.57
H 5.01 -6.30 9.06
H 1.12 -9.38 -3.93
C 7.05 -6.80 -2.99
F -1.58 1.14 1.54
F 1.55 -0.55 1.61
C 2.52 -7.74 -3.93
H -8.22 -1.43 -6.06
H -6.38 -4.09 2.14
N 2.71 -7.46 -2.40
H 5.91 6.65 0.06
H 0.65 6.91 9.06
H -0.18 7.59 -9.43
H 7.16 -7.28 -3.97
H 0.32 -7.79 0.29
C 9.00 -4.81 6.14
H -4.50 9.12 1.52
H -11.01 -5.27 2.28
H 7.39 -7.40 4.31
H -7.93 8.10 2.42
C 3.89 -8.28 -1.75
H -7.82 4.96 0.33
H 1.31 8.16 5.67
H 2.73 -9.99 -3.85
H -7.99 9.72 1.06
F -0.22 0.17 3.36
C -0.83 7.14 -8.68
C -7.00 9.75 0.61
H -6.47 4.01 0.10
F 0.85 1.95 1.98
H 10.30 -4.98 7.77
H 6.44 1.97 1.27
C -4.53 6.31 -0.35
H 10.02 1.57 -1.27
H -6.36 10.51 1.06
C 1.38 -7.88 -1.67
H 1.77 5.54 -6.85
C -4.90 8.39 0.82
H 7.58 0.47 -1.63
C 0.10 4.74 -9.11
O 5.73 -6.82 -2.48
N -6.88 7.36 -0.29
C -6.48 8.33 0.86
C -7.43 -7.91 3.22
C 0.42 5.22 -10.53
H 7.11 4.96 1.73
H -4.07 -2.02 -3.65
N 6.64 -5.78 6.49
O -6.41 -4.70 -7.43
C 3.41 7.37 7.21
H 0.70 4.35 -11.12
C -6.39 -5.05 2.64
C -4.35 -3.51 -6.78
O 7.64 4.44 -2.58
H -6.31 8.49 3.02
H 6.29 -8.14 7.67
C 1.39 6.28 -7.56
C 1.60 6.58 8.65
H 8.87 -6.55 3.88
C -6.36 5.48 -1.98
N 1.94 7.60 7.57
H -3.62 -5.63 -6.70
H 2.48 9.67 7.53
H 5.99 -5.43 10.01
H 3.94 -7.94 -0.72
C -7.97 -3.85 -5.47
H -6.75 6.82 2.46
C 7.06 -4.49 4.36
H -4.68 8.85 -0.14
H -1.67 6.73 -9.24
H -1.85 5.19 -7.55
N -0.03 5.94 -8.07
H 3.74 -5.63 -2.98
C 2.13 -9.21 -4.30
H -4.53 -2.49 -8.64
C -7.20 -10.34 3.28
H 0.03 7.55 6.70
O -7.49 -9.14 4.04
F -0.79 -1.21 1.26
H 0.59 4.01 -5.90
H 9.85 -4.79 5.46
H -4.01 -5.07 -8.30
C 1.04 7.34 6.35
H -6.71 -4.18 4.94
C -6.74 5.02 0.39
H 7.95 -4.25 8.55
H -1.01 6.16 -6.30
H 1.72 -7.04 -4.18
H -7.74 -10.33 2.33
O 0.84 7.34 -5.43
H 8.81 1.41 0.76
H 3.56 -9.32 -1.83
H -4.07 6.93 -1.12
H 1.90 -5.50 -2.65
H 6.71 -3.53 4.76
O -0.45 9.06 8.89
H 1.22 6.30 6.09
C 8.23 -5.30 8.44
H -6.35 5.03 1.41
H -9.09 -2.49 3.72
H -8.22 -7.95 2.47
H -7.38 -2.13 3.25
H 0.75 10.70 8.79
*
```

[2]
# C65H45F6O10S

A cluster of 5 separate species, C65H45F6O10S in total at a distorted geometry (ωB97M-V with the def2-TZVPD basis set, the OMol25 dataset).

Lowest unoccupied orbital energy: 0.27 eV
Strongest force on any atom: 1.42 eV/A

Geometry as ORCA input:
```
! RIJCOSX wB97M-V def2-TZVPD def2/J DEFGRID3
* xyz -1 1
C -1.73 -4.48 3.57
H 1.00 5.17 -0.61
H 2.39 6.14 -0.13
C 6.13 5.80 5.84
H -8.48 2.67 -11.26
O -4.55 1.21 -8.88
C -1.75 -2.63 -0.05
C -5.02 2.13 -8.25
H 0.99 3.28 -2.26
C -4.38 2.64 -7.00
H 1.60 1.38 0.40
C 2.02 -6.52 4.08
O 4.89 6.27 2.48
C 8.46 5.23 5.81
C -4.94 3.70 -6.28
H -2.79 1.22 -7.12
H 3.89 2.53 -1.73
C 8.46 5.29 4.42
C 2.50 6.85 3.80
H -0.61 -1.45 2.57
C 2.88 4.06 -0.57
C -2.17 -5.28 -0.80
C -2.76 -2.95 -0.95
C -2.69 1.60 -0.93
H 1.56 -2.56 2.94
C 1.34 7.11 4.51
C 7.30 5.60 3.74
F -0.90 1.11 0.47
H 1.04 -8.15 1.54
C 1.82 2.58 -2.39
H -0.14 -3.40 1.14
C -6.21 4.34 -6.71
F 1.17 -0.89 1.03
C -3.20 2.04 -6.56
F -3.30 2.18 0.13
H 2.97 -1.08 0.16
C 2.48 6.67 6.58
C -8.01 4.45 -8.42
O -0.59 1.28 -3.29
H -4.76 4.98 -4.58
C 0.24 -8.43 0.86
O -3.32 -6.99 -1.96
H -3.39 -2.17 -1.36
C -2.44 -6.69 -1.18
C -1.05 -10.08 -0.32
H 7.28 5.44 7.60
H -3.75 -4.54 -2.02
O 3.05 -4.47 3.53
C 6.13 5.86 4.45
F -0.85 2.98 -0.69
O -6.72 5.24 -6.07
H -0.06 -9.07 4.88
C -6.86 2.40 -9.89
H -1.67 2.04 -5.04
F -3.07 2.29 -2.01
C 3.09 3.26 -1.86
H 2.52 6.91 2.72
C 0.68 -4.42 3.54
C -1.14 -4.96 0.09
O -0.37 -0.59 -1.63
C -8.02 3.00 -10.34
H 3.85 4.31 -0.14
H 9.38 4.99 6.34
C 1.33 7.01 5.90
C 2.06 5.34 -0.80
H -2.64 3.92 -3.81
C 3.24 -7.18 4.19
C -0.26 -6.00 0.68
C 4.89 6.05 6.63
H -8.44 5.25 -7.83
H 2.36 3.45 0.18
C -2.58 2.50 -5.41
C -1.83 -9.08 -0.87
S -0.06 0.78 -2.02
C 2.07 0.83 -0.42
C -3.13 3.56 -4.70
C 3.66 6.50 4.48
F -3.15 0.36 -1.02
C -0.50 -6.54 4.19
C 0.87 -8.55 4.69
H 4.22 -9.02 4.63
H -2.64 -5.05 3.74
C -0.54 -7.42 0.31
C -2.97 -4.27 -1.32
H 0.42 7.21 6.45
C -4.31 4.15 -5.13
H 3.12 1.11 -0.42
O -1.52 -7.14 4.44
C 1.53 1.17 -1.82
C 1.99 -0.66 -0.09
C -6.26 2.82 -8.71
C 0.64 -3.09 3.13
C 0.83 -7.21 4.32
H 0.60 -10.54 0.98
H 2.12 -10.24 5.08
C 3.27 -8.51 4.55
C -0.51 -5.12 3.76
C -1.77 -3.17 3.15
C -8.60 4.03 -9.60
H -2.64 -9.31 -1.55
H 1.93 2.48 -3.48
C 2.01 -5.07 3.70
C 7.30 5.48 6.52
H -6.40 1.59 -10.45
C -1.58 -7.75 -0.57
H -9.51 4.50 -9.94
H -1.57 -1.61 0.24
H 0.43 7.38 3.98
H 3.45 3.95 -2.62
H 2.50 6.58 7.66
H -2.72 -2.68 2.97
H -1.25 -11.12 -0.56
O 0.65 -5.73 1.44
C -0.58 -2.47 2.93
H 7.27 5.65 2.66
H 9.37 5.09 3.87
C -1.17 1.65 -0.75
C -6.84 3.85 -7.97
C -0.94 -3.63 0.45
C -0.01 -9.75 0.55
H 1.56 -1.22 -0.92
C 2.09 -9.20 4.80
O 4.88 5.96 7.84
C 3.65 6.41 5.88
C 4.89 6.21 3.69
H 4.14 -6.62 3.99
H 2.16 5.69 -1.83
*
```

[3]
# C65H51GeOP2PtS2

A structure of composition C65H51GeOP2PtS2 at a distorted geometry (ωB97M-V with the def2-TZVPD basis set, the OMol25 dataset).

Lowest unoccupied orbital energy (spin up / spin down): -0.32 / -0.34 eV
Relative energy (zero: lowest compared OMol25 entry of this formula, charge and spin): 35.7 kcal per mole
Strongest force on any atom: 1.56 eV/A

Geometry as ORCA input:
```
! RIJCOSX wB97M-V def2-TZVPD def2/J DEFGRID3
* xyz 0 2
C -2.29 5.22 -1.79
H 1.65 5.33 -3.88
Pt -0.13 -0.39 -0.45
C 3.30 0.25 -2.88
H -1.14 6.28 -4.58
C 3.66 -0.13 -4.17
H 3.99 0.07 -2.07
C -2.33 4.07 4.36
C -2.10 -3.85 4.07
H -4.21 5.03 -0.86
H -2.82 5.02 4.56
H 2.49 1.34 1.81
P 1.51 1.41 -0.95
C -1.41 2.09 7.43
C -0.29 0.32 3.62
C 3.13 1.86 -0.17
C 0.07 -0.30 4.80
H 4.67 -0.99 3.72
H 0.13 -0.37 6.96
C 2.80 0.08 -5.23
C -1.84 -6.35 0.20
H -4.70 -2.11 2.77
Ge 0.29 -2.49 -1.59
C 3.06 -3.47 2.08
C 3.31 1.71 1.21
H 2.75 -2.41 -2.25
C 1.57 -1.60 2.48
C 0.72 -3.09 -5.76
C -0.52 -2.95 -6.30
H -2.71 7.27 -2.32
H -2.23 4.42 2.24
H -2.04 1.46 8.07
H 2.57 -2.24 -0.51
H 0.19 1.43 -3.54
C 0.78 3.07 -1.45
C -0.13 -2.70 -3.51
C -2.20 3.30 6.86
C 1.81 -2.88 1.95
H 2.41 -3.84 -1.24
H -3.06 -2.69 -7.08
C -2.73 3.68 -0.03
C -0.59 -4.05 -0.82
C -4.03 -2.43 -5.20
H 4.63 -0.59 -4.34
C -0.60 -6.45 -0.43
C 3.87 -1.53 3.23
C 0.01 -5.31 -0.94
C 4.20 2.36 -0.91
H -0.57 2.41 8.04
H -4.23 -4.04 4.25
C -1.45 -2.60 -4.06
H -2.50 -2.37 -2.18
H -1.89 -4.70 4.70
C -2.94 -2.61 -6.01
H -3.24 6.10 -3.51
C 1.18 1.01 -3.71
H -2.84 -0.84 1.77
C -3.19 4.68 -0.91
C -1.99 3.21 5.36
S -1.83 0.17 -1.75
H 1.02 -3.41 1.44
H -0.67 -3.04 -7.37
C -3.42 -3.48 3.82
C -1.00 1.58 3.74
C -1.06 6.42 -3.51
H 6.50 2.82 1.54
H -4.72 -2.20 -3.16
C -1.40 2.53 2.73
H 1.92 -3.06 -3.98
H -0.11 -7.41 -0.53
C -0.93 1.33 6.21
C 5.40 2.71 -0.31
C 4.51 2.04 1.81
C -0.21 0.18 6.10
C -2.61 -2.43 -3.25
C 1.54 0.63 -4.99
C 2.21 -2.78 -1.38
C -3.68 -2.39 2.99
H -5.02 -2.35 -5.63
C -1.05 -3.12 3.52
C 5.56 2.55 1.06
C -0.50 3.62 -1.08
P -0.05 -0.81 2.12
H -3.42 3.27 0.70
C -1.43 3.23 -0.05
H 5.07 -3.25 2.80
H 0.83 0.75 -5.81
C -3.85 -2.35 -3.80
H -0.03 -3.42 3.74
O 0.61 2.38 1.27
C 4.10 -2.79 2.71
C 1.03 4.88 -3.12
H 4.63 1.90 2.88
C -1.30 -2.02 2.71
C 0.91 -2.95 -4.36
H -3.43 -5.04 0.78
C 1.49 3.74 -2.42
C -1.64 -2.72 -5.46
C -2.44 6.33 -2.80
C -0.98 4.68 -1.86
H 4.12 2.48 -1.98
C -2.63 -1.67 2.44
H -3.26 3.21 7.08
C -0.23 5.32 -2.87
H -2.33 -3.02 -0.11
C -2.01 3.71 3.03
C 2.07 0.87 -2.64
H 0.96 -5.41 -1.46
H 1.58 -3.29 -6.40
C 2.61 -0.94 3.12
H -1.86 4.25 7.26
H 0.59 -1.24 4.74
H 3.08 -0.22 -6.24
H 6.21 3.10 -0.91
C -1.30 2.01 5.04
H 3.22 -4.46 1.67
C -1.84 -3.98 -0.19
H -0.60 7.40 -3.35
H 2.45 3.34 -2.73
H -2.32 -7.24 0.59
H 2.45 0.05 3.54
C -2.46 -5.12 0.30
S -0.87 2.05 1.12
*
```